{"formula": "C6H12NO2PS3", "method": "ωB97M-V with the def2-TZVPD basis set", "smiles": "CNC(=O)CSP(S)SC.C=C=O", "total_energy_ha": -1976.93276, "de_lowest_kcal_mol": 0.0, "multiplicity": 1, "e_lumo_ev": 0.490, "elements": ["S", "H", "C", "S", "H", "H", "H", "C", "H", "S", "H", "H", "N", "O", "H", "C", "H", "C", "H", "H", "P", "H", "O", "C", "C"], "xyz": [[-0.759, 1.466, -0.766], [-1.637, 0.331, -3.717], [1.032, 1.205, -1.233], [-0.662, -1.749, -0.181], [2.476, -0.706, -1.130], [4.132, -0.123, 1.227], [1.133, 0.473, -1.997], [-1.179, -1.454, 1.612], [-2.227, -1.325, 1.850], [-1.216, -0.852, -3.164], [1.427, 2.194, -1.262], [-5.395, 1.834, -0.402], [2.509, -0.335, -0.214], [-3.340, 1.724, -2.737], [3.155, -1.459, 1.416], [-4.591, 2.506, -0.758], [-0.857, -2.405, 2.024], [3.626, -0.887, 0.725], [4.248, -1.294, -0.081], [-0.591, -0.678, 2.116], [-1.910, -0.243, -1.190], [-4.539, 3.475, -0.298], [1.334, 0.887, 1.203], [1.647, 0.575, 0.083], [-3.878, 2.026, -1.726]], "forces_ev_per_a": [[0.13, 0.65, -0.62], [0.19, -0.68, 0.29], [-1.84, -1.12, 3.72], [-1.39, 0.80, 0.62], [0.36, -0.27, -0.70], [0.62, 1.48, 0.46], [0.08, 0.19, -1.24], [1.09, -0.43, -0.42], [-0.27, 0.01, -0.60], [-0.36, 0.68, 0.21], [0.42, 0.57, -0.90], [0.60, 0.37, -0.17], [4.01, -2.06, 1.16], [-0.89, 0.19, 1.97], [-0.91, -2.48, 1.85], [-1.37, -1.04, 1.04], [-0.10, -0.14, 0.33], [-1.59, 1.75, -4.80], [0.29, -0.75, 1.12], [-0.06, 0.05, -0.59], [1.68, -0.84, 0.22], [0.50, 0.11, -0.17], [0.06, 0.83, 0.99], [-2.05, 1.46, -0.85], [0.81, 0.67, -2.89]], "mulliken_charge": [-0.0544, 0.1852, -0.5799, -0.1863, 0.2330, 0.3102, 0.3277, -0.8497, 0.3545, -0.3621, 0.3519, 0.2284, -0.1548, -0.3881, 0.2930, -0.9275, 0.2934, -0.8885, 0.3402, 0.2727, 0.2681, 0.2841, -0.6324, 0.5011, 0.7802]}